(1)
Here is a structure of composition H24Na2O16S at a distorted geometry from the Open Molecules 2025 dataset. Energies are from ωB97M-V with the def2-TZVPD basis set.

Cartesian coordinates (Å):
Na (3.60493, 2.30184, -0.18543)
Na (3.55991, -1.50519, -0.47226)
S (0.62166, 0.35793, -0.37071)
O (-0.20644, -0.01763, 0.78393)
O (1.38106, -0.86260, -0.77422)
O (-0.19994, 0.82334, -1.50145)
O (1.53965, 1.45761, 0.01602)
O (-2.99981, 0.73673, 0.25983)
H (-3.49637, -0.04286, -0.00642)
H (-2.08663, 0.42195, 0.37840)
O (-2.10895, 2.67733, -2.08972)
H (-2.93865, 2.28905, -1.79864)
H (-1.44530, 1.98543, -1.91500)
O (1.28534, -3.18099, -2.19926)
H (1.02950, -2.43073, -1.64189)
H (2.24097, -3.12856, -2.27764)
O (-1.90236, -1.66048, 2.19286)
H (-2.49656, -2.00493, 1.52062)
H (-1.22020, -1.18128, 1.67413)
O (-0.33656, -3.78616, 0.36913)
H (0.05591, -4.19387, -0.41229)
H (-0.07300, -2.86154, 0.31542)
O (1.32924, -0.76108, -4.05959)
H (1.11769, -0.30855, -3.23475)
H (0.47888, -0.82380, -4.50867)
O (2.16696, 0.11142, 2.72947)
H (2.92780, 0.56559, 2.35661)
H (1.46482, 0.14699, 2.06321)
O (1.52810, 3.06633, -2.48450)
H (2.10983, 3.51033, -1.86566)
H (0.82143, 2.67155, -1.94780)
O (0.30975, -1.92717, 3.91209)
H (0.97055, -1.27955, 3.64433)
H (-0.41424, -1.83629, 3.26626)
O (0.26558, 3.42994, 1.68287)
H (0.85948, 4.16991, 1.84163)
H (0.80929, 2.72798, 1.28806)
O (-1.72539, 0.83010, 3.90517)
H (-1.21484, 0.70383, 4.71018)
H (-1.69973, -0.03314, 3.47235)
O (-1.84336, -0.68942, -3.09532)
H (-1.31526, -0.05754, -2.57055)
H (-2.75469, -0.41179, -2.97082)

Calculated values
HOMO = -9.8 eV
HOMO-LUMO gap = 6.23 eV
ΔE to the lowest compared entry with this formula, charge and spin = 336.3 kJ/mol
net charge = 0


(2)
Here is a structure of composition H24NeO12 at a distorted geometry from the Open Molecules 2025 dataset. Energies are from ωB97M-V with the def2-TZVPD basis set.

Cartesian coordinates (Å):
Ne (0.39716, -0.21066, -0.17672)
O (4.01847, -1.02242, -2.01424)
H (3.45103, -1.41954, -1.35353)
H (4.34276, -0.22165, -1.60210)
O (-1.18442, 1.36462, -3.13549)
H (-1.90560, 1.99238, -3.18047)
H (-1.59610, 0.54549, -2.86018)
O (0.10144, 0.40160, 3.60298)
H (0.91356, 0.07429, 3.98970)
H (-0.35631, 0.82543, 4.32899)
O (-2.72468, 2.67869, 0.14169)
H (-3.18002, 2.11923, 0.77091)
H (-1.81833, 2.69723, 0.44897)
O (2.29411, 2.51893, -0.20149)
H (1.95672, 2.37066, -1.08491)
H (2.75309, 3.35705, -0.25743)
O (2.46962, -2.71216, 2.14906)
H (2.26120, -3.20531, 2.94253)
H (3.08882, -2.04211, 2.43864)
O (-2.13033, -0.98488, 2.77119)
H (-1.23815, -0.65088, 2.86440)
H (-2.16689, -1.32554, 1.87740)
O (-2.36252, -1.00532, -2.45918)
H (-1.68577, -1.51162, -2.90848)
H (-3.18000, -1.45557, -2.67186)
O (-2.66988, -1.83316, 0.07752)
H (-2.64295, -1.28774, -0.70863)
H (-1.87429, -2.36319, 0.02925)
O (-0.09614, -3.08408, 0.54424)
H (0.13273, -3.72556, -0.12834)
H (0.74444, -2.72831, 0.83250)
O (-0.29003, 2.14707, 1.56597)
H (-0.16108, 1.48362, 2.24378)
H (0.57979, 2.27599, 1.18778)
O (1.36247, 2.32812, -3.21788)
H (0.47213, 1.99090, -3.31686)
H (1.92396, 1.61839, -3.52971)

Calculated values
HOMO = -10.1 eV
HOMO-LUMO gap = 9.81 eV
ΔE to the lowest compared entry with this formula, charge and spin = 102.8 kJ/mol
net charge = 0


(3)
Here is a cluster of 12 separate species, H24O12 in total from the Open Molecules 2025 dataset. Energies are from ωB97M-V with the def2-TZVPD basis set.

Cartesian coordinates (Å):
O (1.46038, -1.00411, 1.69146)
H (1.40387, -0.49832, 2.51675)
H (2.40973, -1.12570, 1.54441)
O (1.20427, 3.08715, -1.19817)
H (1.88991, 3.63556, -1.59600)
H (0.60750, 3.71245, -0.75242)
O (-0.98610, 3.36468, 0.68204)
H (-0.77390, 2.56484, 0.17900)
H (-0.88433, 3.08264, 1.61491)
O (3.23389, -1.63149, -0.93213)
H (2.49787, -1.00338, -0.91060)
H (3.54034, -1.61363, -1.84351)
O (-0.50147, -2.62425, 2.77599)
H (-1.32744, -2.14400, 2.92029)
H (0.09212, -1.98514, 2.33776)
O (-0.48796, 0.60110, 0.16893)
H (0.13926, 0.27731, 0.83126)
H (-0.06875, 0.37359, -0.66839)
O (-2.71612, -0.86327, 1.28644)
H (-3.36867, -0.15581, 1.29213)
H (-1.94386, -0.48044, 0.82762)
O (-0.13954, -0.92044, -3.92923)
H (0.42708, -0.67771, -3.18637)
H (-1.03887, -0.93634, -3.53518)
O (-0.14827, 2.35601, 3.12594)
H (-0.18675, 3.04561, 3.80151)
H (-0.95679, 1.83931, 3.25707)
O (-0.53121, -2.58700, -0.30132)
H (0.08483, -2.10569, 0.26236)
H (-0.83179, -3.32249, 0.24609)
O (1.45664, 0.44588, -1.98063)
H (2.12162, 0.43535, -2.67935)
H (1.11291, 1.36733, -1.97686)
O (-2.07732, -1.15997, -2.01480)
H (-2.97611, -1.38025, -2.28580)
H (-1.73697, -1.96939, -1.57120)

Calculated values
HOMO = -10.1 eV
HOMO-LUMO gap = 9.93 eV
SMILES string = O.O.O.O.O.O.O.O.O.O.O.O
ΔE to the lowest compared entry with this formula, charge and spin = 101.8 kJ/mol
net charge = 0


(4)
Here is a cluster of 12 separate species, H24O12 in total from the Open Molecules 2025 dataset. Energies are from ωB97M-V with the def2-TZVPD basis set.

Cartesian coordinates (Å):
O (-3.09700, 0.08820, 0.74605)
H (-2.41971, 0.78701, 0.65331)
H (-3.21207, -0.28221, -0.13853)
O (-0.18517, 3.74954, -1.39757)
H (0.26660, 3.04661, -1.89983)
H (0.48899, 4.40439, -1.19332)
O (-1.65999, -0.81983, 3.11981)
H (-0.96531, -0.15762, 3.02514)
H (-2.21715, -0.71078, 2.33244)
O (0.57334, -0.04037, 0.35162)
H (0.00901, -0.79612, 0.10230)
H (0.26382, 0.70344, -0.18280)
O (-2.87195, -1.01968, -2.21507)
H (-2.13739, -1.30243, -1.64148)
H (-2.82519, -0.05777, -2.23569)
O (0.80705, -3.77642, -1.50848)
H (1.63533, -4.20304, -1.27453)
H (1.03958, -2.86859, -1.74946)
O (0.68843, 1.67237, 2.99434)
H (1.43907, 1.84714, 3.57081)
H (1.07009, 1.53977, 2.11887)
O (2.23081, -1.15038, -1.73573)
H (2.01225, -1.09102, -0.78632)
H (3.11659, -1.52918, -1.76940)
O (-1.16579, -2.18355, -0.17858)
H (-1.76260, -2.52439, 0.49821)
H (-0.77421, -2.96849, -0.59643)
O (0.93880, 1.32562, -2.41877)
H (1.51467, 0.60976, -2.09656)
H (1.39412, 1.67348, -3.19353)
O (-1.42298, 2.34029, 0.60312)
H (-1.16964, 2.86387, -0.19234)
H (-0.67558, 2.43444, 1.20310)
O (3.00409, -0.91317, 2.28800)
H (3.49870, -0.48733, 2.99426)
H (2.57039, -0.20355, 1.80302)

Calculated values
HOMO = -10.2 eV
HOMO-LUMO gap = 9.92 eV
SMILES string = O.O.O.O.O.O.O.O.O.O.O.O
ΔE to the lowest compared entry with this formula, charge and spin = 61.8 kJ/mol
net charge = 0


(5)
Here is a cluster of 12 separate species, H24O12 in total at a distorted geometry from the Open Molecules 2025 dataset. Energies are from ωB97M-V with the def2-TZVPD basis set.

Cartesian coordinates (Å):
O (1.50500, -1.66874, -0.96980)
H (2.27687, -1.22400, -0.62940)
H (1.16841, -2.55099, -0.85959)
O (3.32774, -3.11039, 2.28291)
H (2.44206, -2.83130, 2.56548)
H (3.23050, -2.55137, 1.44192)
O (-2.79654, 0.17019, -2.64517)
H (-3.12114, -0.66292, -2.29455)
H (-2.67532, 0.79604, -1.90998)
O (-0.32194, -2.90103, 2.03368)
H (-1.23484, -2.92662, 2.33549)
H (-0.20748, -3.17017, 1.12747)
O (-1.76447, 1.95389, -0.23278)
H (-1.45989, 1.56772, 0.60123)
H (-2.57125, 2.47745, -0.17119)
O (-1.38349, -3.86622, -1.56900)
H (-0.97389, -4.63326, -1.18135)
H (-1.20985, -3.68254, -2.48684)
O (0.60869, 2.81291, -2.14417)
H (0.48107, 2.09076, -2.75843)
H (-0.13709, 2.92814, -1.58394)
O (0.91589, 0.93009, 3.23884)
H (0.61878, 0.78595, 4.13813)
H (0.18588, 1.39619, 2.79947)
O (2.19166, 1.38545, -0.51247)
H (2.34805, 2.00835, 0.19182)
H (1.42999, 1.60212, -1.08834)
O (0.39834, 4.38194, 0.50529)
H (0.35849, 4.82772, -0.33597)
H (-0.29009, 3.73587, 0.80499)
O (1.47458, -0.20761, -3.35208)
H (2.11121, -0.89094, -3.52589)
H (1.17677, -0.17547, -2.44430)
O (-2.43874, 0.59811, 2.72792)
H (-3.29958, 0.35908, 2.27597)
H (-2.36438, 0.24556, 3.62460)

Calculated values
HOMO = -10.5 eV
HOMO-LUMO gap = 10.12 eV
SMILES string = O.O.O.O.O.O.O.O.O.O.O.O
ΔE to the lowest compared entry with this formula, charge and spin = 345.9 kJ/mol
net charge = 0


(6)
Here is a cluster of 12 separate species, H24O12 in total at a distorted geometry from the Open Molecules 2025 dataset. Energies are from ωB97M-V with the def2-TZVPD basis set.

Cartesian coordinates (Å):
O (-0.11553, -1.52206, -3.07719)
H (0.44747, -1.44506, -2.28019)
H (-0.96253, -1.56706, -2.68619)
O (-2.30553, -1.93806, -1.13919)
H (-1.66853, -2.57806, -1.19719)
H (-1.83753, -1.15906, -0.88519)
O (0.51147, -2.77706, -0.57619)
H (-0.02953, -3.05106, 0.14681)
H (1.24447, -3.31906, -0.69619)
O (1.90847, -0.03106, -1.65119)
H (1.25247, 0.23094, -1.02119)
H (1.64047, 0.51094, -2.38519)
O (0.77647, 3.05794, 0.40881)
H (0.94847, 3.88894, 0.84381)
H (0.15147, 2.77194, 1.05981)
O (2.07747, 1.33594, 2.03181)
H (1.90647, 1.99594, 1.31681)
H (1.19247, 1.05794, 2.24481)
O (-1.05553, -3.60906, 1.35881)
H (-1.48053, -2.83606, 1.59681)
H (-0.25553, -3.52906, 1.93981)
O (-0.63753, 4.26894, -1.69019)
H (-0.48153, 3.64094, -0.90919)
H (-1.57553, 4.21194, -1.73719)
O (-2.10053, 2.51294, -0.28119)
H (-2.35353, 3.38194, -0.01219)
H (-2.53153, 2.46594, -1.13419)
O (-0.61053, 0.14094, -0.21619)
H (-1.20053, 0.93594, -0.16919)
H (-0.46753, -0.30606, 0.62581)
O (2.55647, -1.29006, 0.71881)
H (2.08247, -0.54106, 1.03281)
H (1.91747, -1.83806, 0.36081)
O (0.18847, -0.94706, 2.31881)
H (1.05547, -0.86906, 2.59481)
H (-0.18853, -1.25706, 3.14481)

Calculated values
HOMO = -9.9 eV
HOMO-LUMO gap = 9.27 eV
SMILES string = O.O.O.O.O.O.O.O.O.O.O.O
ΔE to the lowest compared entry with this formula, charge and spin = 286.6 kJ/mol
net charge = 0


Which value of ΔE to the lowest compared entry with this formula, charge and spin does entry 1 give?
336.3 kJ/mol


What is the formula in the sixth record?
H24O12